# C5H12NO

A gas-phase ion, C5H12NO (charge -1) at a distorted geometry (the ωB97M-V functional and the def2-TZVPD basis, OMol25).

Geometry as XYZ:
```
19
Properties=species:S:1:pos:R:3:forces:R:3
C 1.699 -0.581 -0.211 0.04 0.16 0.08
O 1.869 -1.339 0.877 0.04 -0.08 0.00
C 0.835 0.762 0.064 0.24 -1.62 0.16
C -0.443 0.693 -0.792 0.73 0.30 1.20
C -1.468 -0.330 -0.280 1.07 0.76 -0.14
C -2.773 -0.093 -1.039 0.39 0.09 0.64
N 0.501 0.822 1.488 -0.59 0.64 -0.13
H 1.174 -1.127 -1.040 -0.05 0.07 -0.14
H 2.652 -0.221 -0.701 0.02 -0.05 0.09
H 1.467 1.611 -0.190 -0.22 0.33 -0.17
H -0.082 0.445 -1.793 -0.52 0.42 -0.30
H -0.935 1.659 -0.647 -0.06 0.28 -0.82
H -1.519 -0.065 0.776 -0.60 -0.40 0.06
H -1.020 -1.325 -0.359 -0.39 -0.10 -0.10
H -3.304 0.752 -0.595 -0.09 -0.05 0.09
H -3.418 -0.962 -1.013 -0.28 -0.15 -0.29
H -2.521 0.235 -2.044 -0.23 -0.38 -0.37
H 0.303 -0.150 1.721 0.42 -0.07 0.22
H 1.346 1.023 2.008 0.09 -0.15 -0.08
```
Forces are in eV/Å.

Calculated values
E_LUMO, eV: 3.96
Charge: -1
SMILES: CCC[C@@H](N)C[O-]


# C5H12NO

A gas-phase ion, C5H12NO (charge -2) at a distorted geometry (the ωB97M-V functional and the def2-TZVPD basis, OMol25).

Geometry as XYZ:
```
19
Properties=species:S:1:pos:R:3:forces:R:3
C -1.480 -0.575 -0.587 -0.15 -0.43 0.22
O -2.791 -0.679 -0.271 -0.49 -0.51 0.04
C -0.541 -0.968 0.635 -1.20 0.45 0.69
C 0.850 -0.298 0.719 -1.05 -0.30 0.64
C 1.421 0.140 -0.628 1.69 0.54 -0.91
C 1.278 1.670 -0.924 0.21 -0.97 1.34
N -1.346 -0.783 1.911 0.45 -0.59 -0.76
H -1.277 0.452 -0.923 0.61 -0.02 -0.33
H -1.155 -1.353 -1.357 -0.05 0.88 -0.12
H -0.561 -2.057 0.527 0.81 -0.15 0.20
H 1.506 -0.957 1.340 -0.11 0.48 -0.60
H 0.675 0.604 1.348 0.31 -0.37 -0.45
H 0.978 -0.328 -1.513 -0.54 -0.18 0.42
H 2.482 -0.187 -0.787 -0.46 0.45 0.56
H 1.795 2.007 -1.792 0.35 0.00 -1.30
H 1.733 2.371 -0.190 -0.57 -0.49 0.16
H 0.205 1.795 -1.050 -0.02 0.77 0.05
H -1.521 0.206 2.060 0.32 0.29 -0.18
H -2.251 -1.062 1.482 -0.11 0.16 0.33
```
Forces are in eV/Å.

Calculated values
Multiplicity: 2
E_LUMO (spin up / spin down), eV: 7.10 / 7.07
<S²>: 0.7508
Charge: -2


We obtain relative energy (zero: lowest compared OMol25 entry of this formula, charge and spin) values of 49.3, 62.8 kJ/mol for the records listed above, in that order.
We obtain E_tot values of -8916.5530, -8912.0060 eV for the records listed above, in that order.